(a)
ORCA calculation (ωB97M-V/def2-TZVPD) on C4H9N5 in the gas phase.

Results
**Net charge**: 0
**HOMO**: -8.20 eV
**Structure (SMILES)**: [H]/N=C(\NN)N(C=C)N=C
**LUMO level**: 0.8 eV

Positions of all 18 atoms, in Å:
H 2.485 -1.181 0.699
N 1.660 -1.319 0.038
C 0.841 -0.366 0.186
N 1.264 0.814 0.859
N 0.178 1.678 1.334
N -0.448 -0.275 -0.400
C -0.973 0.715 -1.337
C -0.644 2.067 -1.415
N -1.376 -1.395 -0.186
C -0.843 -2.461 0.421
H 2.168 0.884 1.263
H 0.504 2.045 2.288
H -0.045 2.603 0.722
H -1.906 0.141 -1.942
H -1.389 2.720 -1.923
H 0.228 2.670 -0.862
H -1.441 -3.506 0.394
H 0.175 -2.633 0.725

***

(b)
ORCA calculation (ωB97M-V/def2-TZVPD) on C4H9N5 in the gas phase.

Results
**Net charge**: 0
**HOMO**: -8.92 eV
**Structure (SMILES)**: [H]/N=C\N/C(CNN=C)=N/[H]
**LUMO level**: 0.6 eV

Positions of all 18 atoms, in Å:
H -3.511 0.041 -0.008
N -3.513 -1.007 -0.071
C -2.291 -1.391 -0.099
N -1.082 -0.637 -0.014
C -0.899 0.753 0.036
C 0.526 1.239 0.196
N 1.513 0.515 -0.535
N 1.667 -0.821 -0.171
C 2.844 -1.157 0.135
N -1.930 1.530 -0.088
H -1.601 2.480 -0.004
H -1.981 -2.432 -0.218
H -0.149 -1.047 -0.226
H 0.728 1.169 1.316
H 0.617 2.300 -0.187
H 2.353 1.092 -0.624
H 3.714 -0.459 0.099
H 2.994 -2.169 0.463

***

The most stable of them is (b).